No. 1
{"formula": "C29H31FeN4OS5", "method": "ωB97M-V/def2-TZVPD", "lumo_energy_ev": [2.15, 2.15], "energy_ev": -127149.6514, "spin_multiplicity": 1, "e_homo_ev": [-3.337, -3.328], "total_charge": -1, "species": ["Fe", "C", "N", "C", "C", "C", "C", "C", "C", "C", "C", "H", "H", "H", "H", "H", "H", "H", "H", "H", "H", "H", "H", "S", "C", "S", "C", "C", "S", "S", "S", "C", "N", "N", "C", "O", "C", "C", "C", "C", "C", "C", "C", "C", "C", "H", "H", "H", "H", "H", "H", "H", "H", "H", "H", "H", "H", "N", "C", "C", "C", "C", "C", "C", "H", "H", "H", "H", "H", "H", "H"], "coordinates": [[1.2999, 0.7032, -0.1596], [0.3634, 1.2684, 2.6820], [1.3804, 0.4675, 2.0036], [1.1905, -0.9448, 2.3096], [2.7352, 0.9032, 2.3952], [3.7375, 0.5504, 1.3341], [5.0742, 0.3221, 1.6417], [5.9942, 0.1222, 0.6206], [5.5543, 0.1640, -0.6990], [4.2074, 0.3800, -0.9849], [3.2481, 0.5657, 0.0232], [0.4198, 1.1402, 3.7738], [-0.6246, 0.9602, 2.3440], [0.5001, 2.3191, 2.4316], [1.1822, -1.1167, 3.3963], [1.9926, -1.5262, 1.8570], [0.2360, -1.2741, 1.8998], [3.0049, 0.4836, 3.3767], [2.7004, 1.9917, 2.4979], [5.4054, 0.3111, 2.6783], [7.0380, -0.0592, 0.8512], [6.2665, 0.0312, -1.5082], [3.8909, 0.4191, -2.0241], [0.7451, 6.2670, -4.8913], [0.9302, 5.0027, -3.8315], [1.2144, 5.1887, -2.1490], [1.2745, 3.4960, -1.6904], [1.1055, 2.6230, -2.7060], [1.0502, 0.8898, -2.5708], [0.8648, 3.3487, -4.2827], [1.4568, 3.0962, -0.0103], [-4.9027, 1.1917, -1.7057], [-3.8720, 1.6979, -0.7977], [-3.0140, 0.6957, -0.3264], [-1.6936, 1.1098, -0.4334], [-0.7504, 0.4597, 0.0118], [-1.7425, 2.3980, -1.0775], [-3.0310, 2.6866, -1.3047], [-3.6093, 3.8780, -1.9818], [-3.5149, -0.2995, 0.5366], [-2.8588, -1.5218, 0.6340], [-3.3468, -2.4980, 1.4880], [-4.4948, -2.2768, 2.2367], [-5.1511, -1.0604, 2.1250], [-4.6645, -0.0698, 1.2839], [-5.4495, 0.3869, -1.2220], [-4.4667, 0.8201, -2.6381], [-5.5964, 2.0006, -1.9221], [-0.8758, 2.9963, -1.3013], [-2.8081, 4.5741, -2.2209], [-4.3330, 4.3760, -1.3342], [-4.1123, 3.6101, -2.9128], [-1.9795, -1.6964, 0.0343], [-2.8286, -3.4473, 1.5543], [-4.8727, -3.0457, 2.8976], [-6.0455, -0.8711, 2.7058], [-5.1583, 0.8911, 1.2245], [1.3167, -1.6582, -0.8776], [1.3732, -3.0263, -0.5926], [0.4328, -3.6313, 0.2451], [0.5076, -4.9857, 0.5286], [1.5293, -5.7648, 0.0011], [2.4772, -5.1618, -0.8162], [2.4035, -3.8103, -1.1129], [1.8909, -1.3559, -1.6536], [0.3713, -1.3028, -0.9803], [-0.3554, -3.0269, 0.6755], [-0.2362, -5.4355, 1.1765], [1.5875, -6.8222, 0.2238], [3.2853, -5.7517, -1.2325], [3.1502, -3.3469, -1.7477]]}

---

No. 2
{"formula": "C29H31N3O6", "method": "ωB97M-V/def2-TZVPD", "lumo_energy_ev": -0.24, "energy_ev": -47330.4887, "spin_multiplicity": 1, "e_homo_ev": -7.531, "total_charge": 0, "species": ["C", "O", "C", "C", "C", "C", "C", "C", "C", "C", "O", "C", "C", "O", "C", "O", "C", "C", "N", "C", "C", "C", "C", "C", "C", "N", "C", "O", "C", "C", "N", "C", "C", "C", "O", "C", "C", "C", "H", "H", "H", "H", "H", "H", "H", "H", "H", "H", "H", "H", "H", "H", "H", "H", "H", "H", "H", "H", "H", "H", "H", "H", "H", "H", "H", "H", "H", "H", "H"], "coordinates": [[3.6246, 5.0262, 4.6262], [3.5186, 5.9436, 3.5661], [3.9486, 5.4248, 2.3280], [3.0526, 4.3391, 1.8098], [3.4891, 3.1622, 1.3710], [2.6184, 2.0761, 0.9269], [1.4443, 1.8345, 1.5713], [0.5788, 0.7472, 1.2376], [-0.6108, 0.5174, 1.8681], [-1.4900, -0.5408, 1.4909], [-2.6355, -0.6698, 1.8870], [-0.9012, -1.6320, 0.5651], [-0.4236, -2.7876, 1.4502], [-1.9516, -2.1370, -0.2658], [-2.3950, -1.2374, -1.1437], [-1.9159, -0.1367, -1.2643], [-3.5372, -1.7648, -1.9432], [-4.1064, -3.0352, -1.6666], [-5.1027, -3.5126, -2.3566], [-5.5933, -2.7458, -3.3554], [-6.6715, -3.2078, -4.1343], [-7.1667, -2.4229, -5.1388], [-6.6137, -1.1576, -5.4069], [-5.5649, -0.6813, -4.6715], [-5.0301, -1.4661, -3.6288], [-3.9954, -1.0022, -2.9056], [0.2614, -1.2061, -0.3291], [0.5402, -1.8367, -1.3286], [1.0438, -0.0689, 0.1477], [2.2077, 0.2452, -0.4851], [3.0007, 1.2731, -0.1294], [4.2597, 1.4222, -0.8305], [5.2581, 0.3145, -0.4633], [5.5670, 0.2468, 1.0319], [4.3818, -0.0933, 1.7070], [4.5030, -0.4070, 3.0840], [4.7353, 0.8381, 3.9430], [3.2017, -1.1018, 3.4722], [2.9818, 4.1518, 4.4725], [4.6597, 4.6833, 4.7509], [3.3080, 5.5548, 5.5225], [4.9859, 5.0609, 2.4054], [3.9236, 6.2792, 1.6429], [1.9985, 4.5775, 1.8184], [4.5536, 2.9728, 1.3696], [1.1594, 2.4709, 2.3945], [-0.9723, 1.2020, 2.6204], [-1.2583, -3.1381, 2.0524], [-0.0645, -3.5996, 0.8218], [0.3766, -2.4447, 2.1020], [-3.7216, -3.6476, -0.8642], [-7.0829, -4.1800, -3.9117], [-7.9945, -2.7712, -5.7391], [-7.0297, -0.5624, -6.2065], [-5.1229, 0.2850, -4.8565], [2.5244, -0.3558, -1.3255], [4.0617, 1.3684, -1.9060], [4.6804, 2.4047, -0.6179], [4.8468, -0.6503, -0.7622], [6.1854, 0.4826, -1.0119], [6.3391, -0.5185, 1.2113], [5.9683, 1.2099, 1.3830], [5.3495, -1.1023, 3.2190], [5.6916, 1.3026, 3.7129], [4.7349, 0.5624, 4.9934], [3.9400, 1.5583, 3.7653], [2.3675, -0.4184, 3.3350], [3.2389, -1.4213, 4.5093], [3.0447, -1.9690, 2.8366]]}

---

No. 3
{"formula": "C29H32ClIIrN4O2", "method": "ωB97M-V/def2-TZVPD", "lumo_energy_ev": -3.39, "energy_ev": -64104.0920, "spin_multiplicity": 1, "e_homo_ev": -10.125, "total_charge": 1, "species": ["Ir", "C", "C", "O", "N", "C", "C", "C", "C", "C", "C", "N", "H", "H", "H", "H", "H", "H", "H", "H", "H", "H", "Cl", "C", "C", "C", "I", "C", "O", "C", "N", "C", "C", "C", "C", "H", "H", "H", "H", "C", "C", "C", "C", "C", "C", "C", "C", "N", "C", "C", "C", "C", "H", "H", "H", "H", "H", "H", "H", "H", "H", "H", "H", "H", "H", "H", "H", "H", "H", "H"], "coordinates": [[-0.7844, 0.1125, -0.5463], [0.0892, 4.4527, 1.3431], [-0.5134, 3.4872, 0.3633], [-0.2631, 2.2823, 0.4432], [-1.3141, 3.9912, -0.5885], [-1.9795, 3.1566, -1.5790], [-3.0578, 2.3517, -0.9205], [-4.3812, 2.7431, -1.0006], [-5.3409, 2.0623, -0.2685], [-4.9319, 1.0222, 0.5414], [-3.5996, 0.6561, 0.5327], [-2.6716, 1.2845, -0.1993], [1.0808, 4.0993, 1.6152], [-0.5203, 4.4652, 2.2479], [0.1522, 5.4638, 0.9448], [-1.5773, 4.9601, -0.5229], [-1.2676, 2.4843, -2.0507], [-2.3879, 3.8190, -2.3377], [-4.6494, 3.5852, -1.6239], [-6.3821, 2.3507, -0.3222], [-5.6305, 0.4655, 1.1485], [-3.2548, -0.1724, 1.1322], [-2.0294, -6.8533, -0.6750], [-2.1499, -5.1282, -0.7710], [-3.3685, -4.5410, -0.9586], [-3.4938, -3.1393, -1.0382], [-5.3694, -2.3216, -1.3885], [-2.3890, -2.3267, -0.9176], [-2.3833, -1.0233, -1.0036], [-1.1362, -2.9400, -0.7205], [-0.0944, -2.0699, -0.6310], [1.1151, -2.5666, -0.5176], [1.3692, -3.9470, -0.4536], [0.3301, -4.8303, -0.5094], [-0.9810, -4.3360, -0.6604], [-4.2503, -5.1588, -1.0540], [1.9333, -1.8727, -0.4480], [2.3907, -4.2858, -0.3584], [0.4947, -5.8972, -0.4476], [5.2358, -0.4580, 2.0901], [3.7320, -0.4223, 2.0210], [2.9542, -0.8062, 3.1021], [1.5669, -0.7384, 3.0364], [0.7115, -1.1228, 4.2135], [0.9685, -0.3044, 1.8644], [1.7191, 0.0228, 0.7298], [3.1102, -0.0073, 0.8466], [1.0291, 0.3480, -0.4965], [1.7981, 0.8386, -1.7081], [2.7409, -0.2284, -2.2923], [0.8270, 1.1815, -2.8449], [2.5338, 2.1453, -1.3695], [5.5773, -0.7443, 3.0829], [5.6609, 0.5187, 1.8539], [5.6445, -1.1729, 1.3738], [3.4332, -1.1355, 4.0170], [1.3203, -1.3453, 5.0878], [0.1126, -2.0061, 3.9851], [0.0228, -0.3178, 4.4741], [-0.1106, -0.2177, 1.8425], [3.7498, 0.2782, 0.0332], [2.1607, -1.0329, -2.7467], [3.4264, -0.6653, -1.5746], [3.3392, 0.2366, -3.0763], [0.0480, 0.4286, -2.9764], [1.3903, 1.2325, -3.7766], [0.3710, 2.1564, -2.6853], [3.3920, 2.0185, -0.7208], [1.8490, 2.8399, -0.8851], [2.8827, 2.5946, -2.3001]]}

---

No. 4
{"formula": "C29H32CrN8PS", "method": "ωB97M-V/def2-TZVPD", "lumo_energy_ev": [-5.47, -5.88], "energy_ev": -91047.7269, "spin_multiplicity": 4, "e_homo_ev": [-13.540, -13.705], "total_charge": 2, "species": ["Cr", "C", "C", "N", "N", "C", "N", "S", "C", "C", "C", "C", "C", "N", "H", "H", "H", "H", "H", "H", "H", "H", "H", "C", "C", "C", "C", "C", "C", "C", "C", "C", "C", "C", "C", "C", "C", "C", "N", "H", "H", "H", "H", "H", "H", "H", "H", "H", "H", "C", "N", "C", "N", "C", "N", "C", "P", "C", "C", "H", "H", "H", "H", "H", "H", "H", "H", "H", "H", "H", "H", "H"], "coordinates": [[-1.0832, 0.1173, 0.3677], [-1.9662, 4.3102, 1.1747], [-1.8186, 2.9237, 0.6592], [-1.1216, 2.0025, 1.2035], [-0.5478, 2.2001, 2.4585], [-0.8573, 1.1757, 3.2018], [-0.3963, 1.1491, 4.4853], [-1.8157, -0.2030, 2.6509], [-2.6121, 2.4348, -0.5033], [-3.3839, 3.2646, -1.2881], [-4.1937, 2.7018, -2.2683], [-4.2106, 1.3296, -2.4199], [-3.4017, 0.5564, -1.6007], [-2.6170, 1.0911, -0.6658], [-2.9737, 4.4633, 1.5682], [-1.8160, 5.0277, 0.3667], [-1.2479, 4.4962, 1.9665], [-0.0928, 2.0375, 4.8591], [-0.9028, 0.5644, 5.1313], [-3.3639, 4.3328, -1.1291], [-4.8110, 3.3326, -2.8937], [-4.8417, 0.8500, -3.1540], [-3.3791, -0.5221, -1.6856], [-2.1568, -4.0888, -0.3601], [-1.6777, -4.2460, -1.6564], [-1.0908, -3.1731, -2.3086], [-0.9730, -1.9495, -1.6500], [-1.4187, -1.7738, -0.3293], [-2.0250, -2.8679, 0.2939], [-0.3638, -0.7619, -2.2926], [-0.1751, -0.6619, -3.6898], [0.3153, 0.4911, -4.2173], [0.7129, 1.5507, -3.3673], [1.2956, 2.7409, -3.8605], [1.7427, 3.7002, -2.9982], [1.6473, 3.4901, -1.6064], [1.0698, 2.3554, -1.1039], [0.5560, 1.3761, -1.9799], [-0.0447, 0.2399, -1.4747], [-2.6434, -4.9190, 0.1362], [-1.7721, -5.1984, -2.1602], [-0.7217, -3.3032, -3.3178], [-2.4182, -2.7720, 1.3010], [-0.4570, -1.4865, -4.3264], [0.4270, 0.6024, -5.2892], [1.3988, 2.8668, -4.9308], [2.1952, 4.6064, -3.3758], [2.0507, 4.2297, -0.9271], [1.0257, 2.1935, -0.0357], [2.8761, -3.4044, 1.4349], [2.0945, -2.9395, 2.6783], [2.9633, -1.9207, 3.4411], [3.3410, -0.8495, 2.5907], [4.0655, -1.3542, 1.4241], [3.2605, -2.2923, 0.6407], [2.1262, -1.6397, -0.0198], [0.9708, -0.8815, 1.2080], [0.7660, -2.3463, 2.3094], [2.2214, 0.0247, 2.2284], [2.2238, -4.0863, 0.8906], [3.7478, -3.9375, 1.8130], [1.9319, -3.7470, 3.2827], [3.8375, -2.4723, 3.7860], [2.3727, -1.5789, 4.2900], [4.9679, -1.8624, 1.7650], [4.3563, -0.5174, 0.7921], [1.5783, -2.3597, -0.6305], [2.4979, -0.8588, -0.6852], [0.1692, -3.1046, 1.7998], [0.2464, -2.0447, 3.2195], [1.7414, 0.4205, 3.1253], [2.5992, 0.8747, 1.6579]]}

---

No. 5
{"formula": "C29H32N2O6PdTe2", "method": "ωB97M-V/def2-TZVPD", "lumo_energy_ev": [2.32, 0.77], "energy_ev": -63923.0958, "spin_multiplicity": 6, "e_homo_ev": [-4.215, -5.683], "total_charge": -1, "species": ["Pd", "O", "C", "C", "N", "C", "C", "O", "O", "C", "C", "O", "O", "H", "H", "H", "H", "H", "H", "H", "H", "H", "C", "C", "C", "C", "C", "C", "Te", "N", "C", "O", "C", "C", "C", "C", "C", "C", "C", "C", "C", "C", "C", "C", "C", "C", "C", "C", "H", "H", "H", "H", "H", "H", "H", "H", "H", "H", "H", "H", "H", "H", "H", "H", "H", "H", "H", "H", "H", "H", "H", "Te"], "coordinates": [[-1.2082, 1.8809, -0.2954], [-3.8231, 2.4069, -1.9564], [-3.5710, 3.7468, -2.3349], [-2.7777, 4.4672, -1.2574], [-1.3976, 3.9979, -1.0632], [-0.7779, 4.7441, 0.0456], [-1.2278, 4.2600, 1.4304], [-1.3982, 5.0832, 2.3180], [-1.3375, 2.9851, 1.5544], [-0.5620, 4.1376, -2.2632], [0.6770, 3.2259, -2.2194], [1.7209, 3.6423, -2.7070], [0.4726, 2.0695, -1.7133], [-3.7700, 1.8295, -2.7269], [-4.5140, 4.2909, -2.4653], [-3.0488, 3.7821, -3.2938], [-3.2956, 4.3582, -0.3016], [-2.7673, 5.5397, -1.5057], [-0.9704, 5.8178, -0.0520], [0.3020, 4.5850, -0.0111], [-0.2518, 5.1784, -2.4031], [-1.1275, 3.8296, -3.1424], [2.6444, -5.4413, 5.3132], [2.0404, -4.3838, 4.4286], [2.5269, -3.0851, 4.4272], [1.9766, -2.0974, 3.6128], [2.5800, -0.7195, 3.6402], [0.9069, -2.4298, 2.7742], [-0.0096, -0.8714, 1.5186], [-1.1407, -0.3675, -0.3799], [-1.2821, -1.3882, -1.2289], [-0.9826, -2.5732, -1.0271], [-1.9248, -1.0178, -2.5516], [-2.8571, -1.8935, -3.0998], [-3.5188, -1.5709, -4.2761], [-3.2284, -0.3836, -4.9342], [-2.2635, 0.4713, -4.4148], [-1.6185, 0.1611, -3.2233], [1.7443, -0.8339, 0.3406], [2.0799, -2.0329, -0.2895], [3.2048, -2.1135, -1.0891], [3.9976, -0.9854, -1.2654], [3.6597, 0.1980, -0.6394], [2.5314, 0.3048, 0.1794], [2.2659, 1.6372, 0.8233], [0.3976, -3.7317, 2.7576], [-0.7675, -4.1469, 1.8982], [0.9778, -4.6873, 3.5896], [3.4868, -5.0452, 5.8803], [3.0026, -6.2886, 4.7252], [1.9113, -5.8261, 6.0253], [3.3590, -2.8276, 5.0754], [3.2413, -0.6067, 4.4997], [1.8180, 0.0603, 3.6896], [3.1634, -0.5401, 2.7345], [-3.0524, -2.8233, -2.5815], [-4.2568, -2.2508, -4.6841], [-3.7355, -0.1352, -5.8586], [-1.9933, 1.3736, -4.9533], [-0.8346, 0.8055, -2.8382], [1.4393, -2.8968, -0.1697], [3.4517, -3.0452, -1.5823], [4.8746, -1.0278, -1.8998], [4.2693, 1.0812, -0.7931], [2.1557, 2.3927, 0.0463], [3.1080, 1.9207, 1.4602], [1.3641, 1.6467, 1.4349], [-0.8171, -3.6039, 0.9537], [-1.7111, -3.9733, 2.4239], [-0.7078, -5.2136, 1.6763], [0.5875, -5.7011, 3.5727], [-3.4106, 0.6482, 0.6418]]}

---

No. 6
{"formula": "C29H33BN5O2PtS4Te", "method": "ωB97M-V/def2-TZVPD", "lumo_energy_ev": [4.10, 3.74], "energy_ev": -96713.5518, "spin_multiplicity": 2, "e_homo_ev": [-1.474, -1.481], "total_charge": -2, "species": ["Pt", "B", "N", "C", "C", "C", "N", "N", "C", "C", "C", "N", "H", "H", "H", "H", "H", "H", "H", "H", "O", "C", "S", "C", "C", "S", "S", "S", "C", "C", "O", "N", "Te", "C", "C", "C", "C", "C", "C", "C", "C", "C", "C", "C", "C", "C", "C", "C", "C", "C", "C", "H", "H", "H", "H", "H", "H", "H", "H", "H", "H", "H", "H", "H", "H", "H", "H", "H", "H", "H", "H", "H", "H", "H", "H", "H"], "coordinates": [[0.0934, 0.2636, -0.3335], [-1.4809, 0.2496, -3.5973], [-1.9161, 1.1244, -2.4017], [-3.0955, 1.7331, -2.3521], [-3.0561, 2.7192, -1.3795], [-1.7824, 2.6209, -0.8460], [-1.0672, 1.6746, -1.4823], [-0.1717, -0.5687, -3.3369], [0.3780, -1.2870, -4.3232], [1.4499, -1.9966, -3.8206], [1.4914, -1.6327, -2.4767], [0.5167, -0.7692, -2.1958], [-2.4022, -0.5039, -3.8342], [-1.2387, 0.9488, -4.5649], [-3.8810, 1.4352, -3.0264], [-3.8474, 3.3784, -1.0687], [-1.3573, 3.1682, -0.0230], [-0.0492, -1.2428, -5.3108], [2.1049, -2.6699, -4.3446], [2.1769, -1.9271, -1.7014], [5.8046, -2.3935, 3.6543], [4.7178, -2.0061, 3.2887], [3.2753, -1.9549, 4.2799], [2.1270, -1.2989, 3.0824], [2.6836, -1.0505, 1.8215], [2.0856, -0.3931, 0.3720], [4.4038, -1.4264, 1.6512], [0.5700, -1.0460, 3.5763], [0.9846, 2.6057, 1.8136], [-0.4437, 2.0581, 1.9484], [-1.2159, 2.6949, 2.7144], [-0.7720, 0.9682, 1.2956], [-3.2737, 0.3811, 1.2867], [-5.4497, 0.0037, 1.6373], [-6.0803, -1.2472, 1.6397], [-5.3501, -2.5157, 1.2961], [-7.4353, -1.3578, 1.9640], [-8.2072, -0.2522, 2.2742], [-9.6638, -0.3855, 2.6334], [-7.5933, 0.9937, 2.2296], [-6.2463, 1.1315, 1.9143], [-5.6701, 2.5249, 1.8710], [-2.8250, -1.1925, 2.6474], [-3.2487, -1.0994, 3.9751], [-3.9098, 0.1247, 4.5478], [-3.0523, -2.1820, 4.8359], [-2.4205, -3.3391, 4.4231], [-2.1757, -4.4814, 5.3712], [-1.9740, -3.4024, 3.1093], [-2.1580, -2.3533, 2.2186], [-1.5875, -2.4836, 0.8386], [1.0843, 3.4760, 2.4620], [1.2152, 2.8847, 0.7811], [1.7062, 1.8384, 2.1004], [-4.5756, -2.3294, 0.5526], [-6.0448, -3.2620, 0.9035], [-4.8526, -2.9397, 2.1708], [-7.8965, -2.3426, 1.9660], [-9.9796, -1.4293, 2.6001], [-10.3003, 0.1780, 1.9463], [-9.8629, -0.0096, 3.6401], [-8.1784, 1.8842, 2.4460], [-6.4491, 3.2671, 2.0594], [-5.2215, 2.7422, 0.8998], [-4.8685, 2.6583, 2.5996], [-3.6427, 1.0185, 3.9860], [-3.5955, 0.2653, 5.5842], [-4.9992, 0.0252, 4.5293], [-3.3810, -2.0925, 5.8676], [-2.5638, -4.2553, 6.3653], [-1.1066, -4.6838, 5.4656], [-2.6543, -5.4005, 5.0235], [-1.4405, -4.2848, 2.7685], [-1.2402, -3.5003, 0.6460], [-0.7389, -1.7932, 0.7396], [-2.3053, -2.1874, 0.0728]]}